Record 1
{"formula": "C3H7Cl", "method": "ωB97M-V/def2-TZVPD", "largest_force_ha_per_bohr": 0.1069, "e_homo_ev": [-8.6441, -8.2891], "symbols": ["C", "C", "C", "Cl", "H", "H", "H", "H", "H", "H", "H"], "xyz": [[0.30, 0.95, -1.41], [-0.85, -0.67, 1.11], [0.54, -0.55, 0.56], [1.78, 0.22, 1.55], [1.26, 0.78, -2.00], [-0.57, 0.67, -2.08], [0.24, 1.91, -1.17], [-1.40, -1.08, 0.19], [-1.21, 0.35, 1.38], [-0.79, -1.29, 2.03], [0.71, -1.30, -0.16]], "mulliken_charge": [-0.9254, -0.7009, -0.3155, -0.1678, 0.2625, 0.2684, 0.3472, 0.2488, 0.2447, 0.3139, 0.4241]}

---

Record 2
{"formula": "C3H7Cl2N2", "method": "ωB97M-V/def2-TZVPD", "smiles": "CC(Cl)(Cl)C(N)=[NH2+]", "total_charge": 1, "largest_force_ha_per_bohr": 0.0955, "e_homo_ev": -15.3454, "symbols": ["C", "C", "Cl", "Cl", "C", "N", "N", "H", "H", "H", "H", "H", "H", "H"], "xyz": [[-1.21, -0.90, 0.98], [-0.76, -0.37, -0.46], [-0.46, -1.76, -1.50], [-2.10, 0.66, -1.11], [0.65, 0.51, -0.21], [0.69, 1.72, -0.73], [1.64, -0.20, 0.23], [-2.10, -1.45, 0.64], [-0.35, -1.47, 1.48], [-1.24, 0.01, 1.56], [-0.29, 1.99, -1.07], [1.50, 2.21, -0.92], [1.58, -1.17, 0.40], [2.47, 0.21, 0.70]], "mulliken_charge": [-1.0501, 0.3306, -0.0617, -0.1663, 0.4741, -0.2367, -0.3134, 0.4025, 0.3111, 0.3563, 0.2175, 0.2237, 0.2360, 0.2765]}

---

Record 3
{"formula": "C3H7Cl2NO2Si", "method": "ωB97M-V/def2-TZVPD", "smiles": "C=C[Si](C)(Cl)Cl.O=NO", "largest_force_ha_per_bohr": 0.0939, "e_homo_ev": -10.6348, "symbols": ["C", "C", "Si", "C", "Cl", "Cl", "H", "H", "H", "H", "H", "H", "O", "N", "O", "H"], "xyz": [[0.98, 1.33, 2.24], [0.36, 0.84, 1.16], [1.04, -0.41, -0.08], [0.70, -0.10, -1.91], [0.19, -2.27, 0.39], [3.10, -0.62, 0.25], [0.51, 1.94, 3.06], [2.01, 1.18, 2.52], [-0.73, 0.80, 0.97], [-0.21, 0.37, -2.15], [1.43, 0.55, -2.38], [0.47, -0.93, -2.51], [-3.14, 0.66, -0.72], [-2.27, -0.08, -0.42], [-2.62, -1.45, -0.37], [-1.84, -1.80, -0.04]], "mulliken_charge": [-0.6460, -0.0873, 0.7770, -1.2262, -0.3777, -0.2941, 0.2439, 0.2323, 0.2446, 0.3975, 0.3452, 0.4178, -0.3854, 0.3097, -0.2878, 0.3366]}

---

Record 4
{"formula": "C3H7Cl2P", "method": "ωB97M-V/def2-TZVPD", "largest_force_ha_per_bohr": 0.0559, "e_homo_ev": -9.9162, "symbols": ["C", "C", "C", "P", "Cl", "Cl", "H", "H", "H", "H", "H", "H", "H"], "xyz": [[-1.61, -0.97, 0.09], [-0.79, 0.20, -0.35], [0.72, 0.15, 0.05], [1.90, 1.56, -0.39], [1.50, -1.03, -1.09], [0.95, -0.46, 1.62], [-1.25, -1.38, 1.09], [-1.64, -1.85, -0.67], [-2.68, -0.65, -0.07], [-0.72, 0.21, -1.42], [-1.11, 1.19, -0.02], [3.07, 0.90, 0.18], [1.66, 2.14, 0.98]], "mulliken_charge": [-0.8872, -0.6456, 0.2553, -0.0870, -0.2087, -0.1472, 0.3062, 0.2522, 0.2909, 0.3882, 0.3449, 0.0749, 0.0631]}

---

Record 5
{"formula": "C3H7ClFN", "method": "ωB97M-V/def2-TZVPD", "smiles": "C[C@H](N)[C@H](F)Cl", "largest_force_ha_per_bohr": 0.1040, "e_homo_ev": -9.8182, "symbols": ["C", "C", "N", "C", "F", "Cl", "H", "H", "H", "H", "H", "H", "H"], "xyz": [[0.41, 0.75, -1.98], [-0.13, 0.95, -0.55], [0.11, 2.07, 0.31], [-0.06, -0.10, 0.54], [1.27, -0.34, 0.89], [-0.86, -1.74, 0.43], [-0.07, 1.54, -2.60], [1.53, 0.84, -1.94], [0.16, -0.22, -2.33], [-1.20, 0.98, -0.48], [-0.06, 2.84, -0.40], [1.11, 2.22, 0.93], [-0.47, 0.22, 1.37]], "mulliken_charge": [-1.1127, 0.3713, -0.6266, -0.3802, -0.2746, -0.2078, 0.3411, 0.2813, 0.3287, 0.2546, 0.2598, 0.2604, 0.5047]}

---

Record 6
{"formula": "C3H7ClN2", "method": "ωB97M-V/def2-TZVPD", "largest_force_ha_per_bohr": 0.1095, "e_homo_ev": -9.0383, "symbols": ["C", "C", "C", "H", "H", "H", "H", "H", "H", "H", "N", "N", "Cl"], "xyz": [[-1.02, 1.18, 0.56], [-0.55, -0.12, 0.92], [1.64, -0.82, -0.50], [-0.41, 1.72, -0.05], [-1.18, 1.85, 1.38], [-1.23, -1.00, 1.36], [0.11, 0.07, 1.74], [-0.38, -1.24, -0.78], [2.27, -0.61, 0.40], [0.97, -0.51, -2.61], [0.23, -0.82, -0.13], [1.99, -0.75, -1.77], [-2.44, 1.04, -0.52]], "mulliken_charge": [-0.3421, -0.6401, 0.1565, 0.2745, 0.3569, 0.3468, 0.2372, 0.2546, 0.3007, 0.2503, -0.3207, -0.6435, -0.2311]}

---

Which ΔE to the lowest compared entry with this formula, charge and spin belongs to each record? In order, 81.0 0.0 28.2 11.4 45.7 70.8 kcal per mole.